Entry 1:
C34H40FO12 | ωB97M-V with the def2-TZVPD basis set

Computed properties:
Kohn-Sham gap: 0.2849 hartree
Calculated total energy: -63194.967 eV

The geometry in ORCA input format:
```
! wB97M-V def2-TZVPD RIJCOSX def2/J DEFGRID3
* xyz -1 1
F 0.116 0.718 -0.268
C -1.627 -3.982 0.311
C -0.975 -2.862 -0.192
C 0.392 -2.944 -0.377
C 1.121 -4.075 -0.038
C 0.416 -5.218 0.342
C -0.941 -5.170 0.584
O -1.715 -6.156 1.122
O 1.091 -1.835 -0.729
H -2.699 -3.954 0.464
H -1.468 -1.938 -0.461
H 2.189 -4.078 -0.197
H 1.008 -6.117 0.493
H -1.346 -7.041 1.055
H 0.608 -0.998 -0.531
C -0.284 -2.525 4.513
C -0.314 -1.354 3.740
C 0.711 -1.154 2.844
C 1.630 -2.138 2.565
C 1.698 -3.303 3.348
C 0.703 -3.498 4.291
O 0.596 -4.697 4.930
O 0.919 0.135 2.400
H -1.065 -2.784 5.219
H -1.019 -0.567 3.969
H 2.456 -1.899 1.907
H 2.524 -3.976 3.173
H 0.063 -4.766 5.718
H 0.746 0.317 1.456
C -4.916 -0.114 0.143
C -5.800 -0.552 1.136
C -5.282 -1.048 2.322
C -3.906 -1.225 2.468
C -3.088 -0.830 1.449
C -3.529 -0.180 0.316
O -2.662 0.371 -0.546
O -6.083 -1.434 3.380
H -5.274 0.206 -0.829
H -6.854 -0.535 0.897
H -3.540 -1.735 3.350
H -2.015 -0.838 1.638
H -1.727 0.446 -0.246
H -5.870 -2.289 3.751
C 4.820 1.811 0.769
C 5.766 0.775 0.822
C 5.541 -0.457 0.224
C 4.340 -0.726 -0.413
C 3.420 0.297 -0.513
C 3.621 1.525 0.118
O 2.551 2.375 0.060
O 6.522 -1.425 0.259
H 5.009 2.762 1.243
H 6.707 0.989 1.317
H 4.134 -1.760 -0.660
H 2.486 0.067 -1.003
H 1.777 1.795 -0.083
H 7.192 -1.235 0.918
C 0.432 1.675 -6.222
C 0.079 2.256 -5.002
C 0.402 1.599 -3.820
C 1.133 0.416 -3.820
C 1.534 -0.103 -5.032
C 1.146 0.471 -6.246
O 1.311 -0.205 -7.432
O 0.016 2.194 -2.637
H 0.150 2.189 -7.134
H -0.646 3.059 -4.980
H 1.282 -0.024 -2.843
H 2.077 -1.041 -5.073
H 0.479 -0.107 -7.903
H -0.040 1.464 -1.989
C -3.612 3.821 0.371
O -2.538 4.642 -0.010
C -1.382 3.837 -0.265
C -0.314 4.784 -0.882
O -0.106 5.772 0.104
C 0.862 6.694 -0.302
H -3.716 3.521 1.426
H -3.730 2.858 -0.141
H -4.515 4.415 0.180
H -1.577 2.941 -0.854
H -0.943 3.472 0.670
H -0.610 5.015 -1.906
H 0.576 4.147 -0.898
H 1.904 6.361 -0.293
H 0.866 7.616 0.289
H 0.608 7.089 -1.295
*
```

***

Entry 2:
C34H40Ge2IrNO5 | ωB97M-V with the def2-TZVPD basis set

Computed properties:
⟨S²⟩: 0.784
Kohn-Sham gap (spin up / spin down): 0.1963 / 0.1676 hartree
Calculated total energy: -163497.232 eV
ΔE to the lowest compared entry with this formula, charge and spin: 221.1 kJ/mol

The geometry in ORCA input format:
```
! wB97M-V def2-TZVPD RIJCOSX def2/J DEFGRID3
* xyz 1 2
Ir -0.731 0.298 -0.779
O 2.110 -2.630 -2.420
C 1.471 -1.594 -1.870
O 0.283 -1.362 -2.165
C 2.194 -0.817 -0.891
C 3.529 -1.009 -0.503
C 4.069 -0.181 0.456
C 3.255 0.763 1.095
C 1.938 0.869 0.689
N 1.454 0.151 -0.307
C 0.919 1.777 1.415
O 1.325 2.623 2.175
O -0.289 1.488 1.145
H 1.550 -3.032 -3.102
H 4.101 -1.790 -0.977
H 5.106 -0.271 0.737
H 3.607 1.401 1.889
C -0.285 -4.844 2.103
Ge 0.373 -3.895 0.473
C 2.329 -4.340 0.285
C -0.665 -4.466 -1.140
Ge -0.935 -1.368 1.042
C -2.833 -1.873 1.418
C -3.810 -1.462 0.515
C -5.146 -1.741 0.737
C -5.518 -2.472 1.856
C -4.551 -2.918 2.743
C -3.219 -2.611 2.533
C 0.003 -1.078 2.776
C -0.708 -0.474 3.808
C -0.057 -0.024 4.941
C 1.316 -0.163 5.058
C 2.036 -0.778 4.046
C 1.381 -1.226 2.912
H 0.019 -5.885 2.027
H -1.367 -4.799 2.163
H 0.143 -4.423 3.008
H 2.410 -5.410 0.472
H 2.942 -3.821 1.016
H 2.699 -4.132 -0.713
H -0.155 -5.295 -1.625
H -0.782 -3.650 -1.845
H -1.651 -4.791 -0.821
H -3.508 -0.907 -0.369
H -5.897 -1.395 0.042
H -6.559 -2.693 2.037
H -4.839 -3.502 3.605
H -2.470 -2.934 3.243
H -1.778 -0.338 3.705
H -0.623 0.448 5.730
H 1.826 0.220 5.930
H 3.105 -0.897 4.137
H 1.947 -1.694 2.112
C 2.632 1.448 -3.247
C 2.107 2.863 -3.486
C 1.218 2.907 -4.732
C 1.359 3.401 -2.302
C 1.875 4.424 -1.541
C 1.111 5.057 -0.565
C -0.241 4.746 -0.440
C -0.799 3.700 -1.134
C -2.295 3.526 -1.186
C -2.736 3.523 -2.656
C -2.807 2.294 -0.445
C 0.051 2.873 -1.968
O -0.314 1.738 -2.406
H 3.198 1.120 -4.114
H 1.801 0.766 -3.090
H 3.282 1.435 -2.375
H 2.971 3.513 -3.657
H 0.367 2.243 -4.611
H 1.791 2.588 -5.599
H 0.859 3.918 -4.910
H 2.882 4.765 -1.729
H 1.538 5.853 0.025
H -0.857 5.354 0.206
H -2.735 4.402 -0.697
H -2.339 2.645 -3.159
H -2.355 4.410 -3.161
H -3.820 3.514 -2.738
H -2.382 1.361 -0.898
H -3.888 2.228 -0.539
H -2.538 2.332 0.608
*
```